[1]
This record from the Open Molecules 2025 dataset describes a 11-piece molecular cluster, C55H120F12N11O24S12 overall. The level of theory is wB97M-V/def2-TZVPD.

Each line ends with the Mulliken charge.
CARTESIAN COORDINATES (ANGSTROEM)
C  28.478  -18.658  4.628  -1.32
C  27.746  -17.395  5.051  -0.67
C  28.437  -16.769  6.342  -0.44
C  27.794  -15.403  6.598  -1.05
N  28.670  -14.510  7.490  0.16
C  30.011  -14.018  6.822  -0.43
C  29.622  -12.723  6.160  -0.63
C  28.197  -12.306  6.527  -0.78
C  27.957  -13.166  7.705  -0.76
C  29.034  -15.176  8.834  -1.20
C  27.797  -15.551  9.724  -0.28
C  28.294  -16.302  10.938  -1.33
H  27.824  -19.108  3.882  0.41
H  28.541  -19.416  5.409  0.31
H  29.470  -18.424  4.239  0.34
H  26.666  -17.455  5.188  0.45
H  27.770  -16.761  4.165  0.38
H  29.500  -16.710  6.108  0.32
H  28.377  -17.401  7.228  0.36
H  26.767  -15.533  6.939  0.51
H  27.706  -14.813  5.686  0.46
H  30.779  -13.871  7.582  0.37
H  30.326  -14.819  6.152  0.33
H  30.257  -11.912  6.516  0.33
H  29.916  -12.772  5.112  0.36
H  28.134  -11.235  6.720  0.42
H  27.457  -12.568  5.770  0.36
H  28.431  -12.817  8.623  0.51
H  26.891  -13.272  7.903  0.47
H  29.737  -14.518  9.343  0.64
H  29.661  -15.987  8.462  0.61
H  26.998  -15.936  9.091  0.37
H  27.323  -14.613  10.012  0.34
H  29.081  -15.739  11.440  0.36
H  28.772  -17.216  10.586  0.33
H  27.444  -16.576  11.562  0.38
C  20.130  -16.194  12.495  -1.19
C  19.871  -16.149  14.054  -0.79
C  20.285  -14.812  14.749  -0.24
C  21.778  -14.661  15.082  -1.00
N  22.206  -13.395  15.899  0.34
C  22.164  -12.093  15.131  -0.80
C  23.475  -12.078  14.275  -0.73
C  24.517  -12.490  15.306  -0.63
C  23.764  -13.446  16.203  -0.61
C  21.256  -13.168  17.155  -1.11
C  21.203  -14.316  18.145  -0.13
C  20.258  -14.080  19.358  -1.40
H  21.187  -16.346  12.278  0.29
H  19.776  -15.272  12.035  0.30
H  19.750  -17.003  11.871  0.40
H  20.410  -16.962  14.541  0.36
H  18.819  -16.419  14.147  0.35
H  19.714  -14.734  15.674  0.33
H  20.134  -13.895  14.181  0.27
H  22.309  -14.569  14.135  0.40
H  22.166  -15.583  15.516  0.59
H  22.159  -11.294  15.872  0.48
H  21.169  -12.120  14.687  0.54
H  23.760  -11.062  14.003  0.43
H  23.415  -12.680  13.369  0.32
H  25.044  -11.679  15.808  0.36
H  25.363  -13.084  14.961  0.31
H  23.854  -13.096  17.231  0.35
H  24.175  -14.454  16.248  0.47
H  20.306  -12.918  16.682  0.52
H  21.474  -12.267  17.728  0.49
H  22.173  -14.710  18.447  0.42
H  20.764  -15.143  17.586  0.22
H  19.874  -15.024  19.746  0.39
H  19.467  -13.365  19.130  0.36
H  20.739  -13.600  20.211  0.35
C  25.160  -22.635  7.599  -1.29
C  25.252  -23.776  8.713  -0.56
C  26.570  -24.566  8.607  -0.67
C  26.824  -25.528  9.801  -0.93
N  27.819  -26.671  9.365  0.34
C  28.094  -27.547  10.598  -0.66
C  28.464  -28.973  10.022  -0.57
C  27.694  -29.015  8.671  -0.66
C  27.130  -27.646  8.412  -0.65
C  29.169  -26.138  8.775  -0.79
C  30.351  -25.735  9.685  -0.67
C  30.058  -24.617  10.683  -1.25
H  25.317  -23.057  6.606  0.34
H  25.980  -21.929  7.735  0.35
H  24.178  -22.168  7.666  0.38
H  24.475  -24.516  8.521  0.34
H  25.251  -23.426  9.745  0.38
H  27.298  -23.771  8.445  0.40
H  26.575  -24.989  7.603  0.42
H  25.864  -25.874  10.182  0.55
H  27.268  -24.932  10.598  0.41
H  28.867  -27.092  11.217  0.42
H  27.121  -27.535  11.089  0.46
H  29.486  -29.002  9.646  0.21
H  28.252  -29.764  10.742  0.46
H  28.270  -29.444  7.851  0.43
H  26.749  -29.527  8.851  0.28
H  27.431  -27.299  7.423  0.36
H  26.048  -27.640  8.544  0.38
H  28.866  -25.422  8.011  0.55
H  29.502  -27.037  8.257  0.48
H  31.133  -25.399  9.004  0.44
H  30.763  -26.602  10.201  0.28
H  30.969  -24.384  11.234  0.41
H  29.346  -24.665  11.507  0.32
H  29.673  -23.754  10.140  0.32
C  41.722  -12.064  1.323  -1.16
C  40.581  -12.743  0.643  -0.55
C  39.734  -13.704  1.557  -0.40
C  38.848  -12.870  2.587  -1.03
N  38.009  -13.766  3.547  0.36
C  36.933  -12.865  4.189  -0.81
C  37.593  -12.176  5.378  -0.67
C  38.854  -12.963  5.711  -0.65
C  38.878  -14.169  4.749  -0.65
C  37.444  -15.116  2.963  -1.06
C  36.410  -14.945  1.743  -0.40
C  36.140  -16.294  1.044  -1.30
H  42.550  -12.717  1.598  0.33
H  41.470  -11.520  2.233  0.30
H  42.220  -11.436  0.584  0.36
H  41.030  -13.405  -0.098  0.31
H  39.930  -12.018  0.155  0.34
H  40.435  -14.283  2.158  0.34
H  39.155  -14.428  0.984  0.31
H  38.158  -12.364  1.912  0.45
H  39.323  -12.059  3.139  0.49
H  36.167  -13.555  4.544  0.45
H  36.446  -12.221  3.457  0.42
H  36.983  -12.027  6.269  0.41
H  37.792  -11.148  5.075  0.31
H  38.928  -13.274  6.753  0.42
H  39.830  -12.526  5.498  0.30
H  38.354  -14.971  5.271  0.51
H  39.896  -14.376  4.418  0.35
H  36.860  -15.690  3.683  0.69
H  38.268  -15.712  2.572  0.38
H  36.708  -14.183  1.022  0.32
H  35.510  -14.428  2.075  0.45
H  35.370  -16.140  0.288  0.40
H  35.864  -17.016  1.813  0.35
H  36.991  -16.727  0.519  0.32
C  18.659  -11.052  -1.258  -1.34
C  18.923  -9.637  -0.901  -0.43
C  19.698  -9.522  0.459  -0.18
C  19.920  -8.065  0.839  -1.39
N  20.539  -7.792  2.222  0.17
C  21.994  -8.326  2.265  -0.75
C  22.721  -7.445  3.312  -0.66
C  21.937  -6.137  3.448  -0.66
C  20.769  -6.231  2.413  -0.53
C  19.763  -8.392  3.400  -0.99
C  18.240  -8.036  3.438  -0.12
C  17.452  -8.774  4.589  -1.46
H  18.193  -11.156  -2.237  0.38
H  17.987  -11.428  -0.486  0.35
H  19.549  -11.676  -1.187  0.36
H  17.938  -9.176  -0.979  0.30
H  19.587  -9.050  -1.536  0.35
H  20.573  -10.172  0.484  0.43
H  18.917  -9.866  1.137  0.16
H  18.969  -7.534  0.885  0.38
H  20.446  -7.613  -0.002  0.67
H  21.976  -9.388  2.508  0.55
H  22.291  -8.196  1.224  0.46
H  22.842  -7.913  4.289  0.35
H  23.690  -7.217  2.867  0.37
H  21.622  -6.010  4.483  0.31
H  22.627  -5.330  3.203  0.36
H  19.807  -5.859  2.767  0.38
H  21.126  -5.755  1.500  0.44
H  20.316  -8.044  4.273  0.54
H  19.915  -9.463  3.267  0.60
H  17.722  -8.351  2.532  0.27
H  18.118  -6.968  3.618  0.24
H  16.369  -8.658  4.607  0.37
H  17.873  -8.500  5.557  0.36
H  17.611  -9.852  4.596  0.39
N  30.473  -5.463  12.147  -0.21
S  30.257  -4.198  11.152  1.09
O  28.885  -3.756  10.917  -0.58
O  31.253  -3.729  10.236  -0.55
F  30.584  -3.190  12.376  -0.32
S  29.984  -6.520  11.173  1.08
O  30.605  -6.574  9.829  -0.59
O  28.560  -6.865  11.266  -0.61
F  30.623  -7.875  11.808  -0.30
N  27.362  -13.711  -2.374  -0.23
S  25.730  -13.448  -1.780  1.08
O  25.569  -12.121  -1.159  -0.57
O  24.852  -14.543  -1.390  -0.53
F  25.152  -13.161  -3.262  -0.29
S  27.727  -14.422  -1.128  1.06
O  27.453  -15.839  -1.028  -0.59
O  27.862  -13.656  0.102  -0.59
F  29.290  -14.346  -1.526  -0.34
N  34.421  -16.642  9.206  -0.16
S  34.776  -16.504  10.632  1.06
O  36.144  -16.623  11.095  -0.60
O  33.738  -16.811  11.642  -0.58
F  34.609  -14.852  10.492  -0.37
S  34.583  -18.293  9.216  1.08
O  33.577  -19.012  9.983  -0.55
O  35.920  -18.879  9.146  -0.58
F  33.980  -18.540  7.742  -0.29
N  24.182  -21.975  18.450  -0.27
S  23.361  -20.859  17.948  1.09
O  22.537  -21.016  16.762  -0.59
O  23.840  -19.451  18.129  -0.64
F  22.284  -20.929  19.071  -0.29
S  24.890  -22.243  16.998  1.13
O  25.631  -21.113  16.423  -0.56
O  24.250  -23.210  16.129  -0.57
F  26.156  -23.128  17.473  -0.29
N  31.065  -28.805  3.480  -0.19
S  31.428  -30.068  2.787  1.04
O  32.424  -30.067  1.688  -0.58
O  30.585  -31.227  2.890  -0.59
F  32.558  -30.569  3.855  -0.36
S  30.376  -28.076  2.121  1.07
O  29.267  -28.834  1.566  -0.55
O  31.199  -27.239  1.198  -0.56
F  29.646  -26.894  2.929  -0.27
N  22.904  -13.223  5.823  -0.19
S  22.140  -14.237  4.941  1.04
O  21.105  -13.666  4.032  -0.57
O  21.854  -15.584  5.509  -0.59
F  23.474  -14.637  4.030  -0.29
S  21.899  -13.235  7.170  1.03
O  22.324  -14.062  8.279  -0.56
O  20.534  -12.924  7.040  -0.55
F  22.462  -11.843  7.755  -0.31

**Total energy**: -287125.06166 eV
**Spin multiplicity**: 1
**F_max**: 11.82 eV Å⁻¹
**Total charge**: -1
**E_LUMO**: 0.15 eV

=====

[2]
This record from the Open Molecules 2025 dataset describes a 2-piece molecular cluster, C8H13O overall. The level of theory is wB97M-V/def2-TZVPD.

Each line ends with the natural charge from an NBO analysis.
CARTESIAN COORDINATES (ANGSTROEM)
C  -0.576  -0.222  0.150  0.43
C  0.728  0.276  0.145  -0.13
C  -0.808  -1.647  -0.034  -0.55
C  0.591  -1.993  -0.594  -0.36
C  1.603  -0.955  -0.042  -0.44
C  0.871  1.671  0.248  -0.04
C  2.103  2.358  -0.021  -0.68
C  -3.409  0.645  -0.002  -0.33
O  -2.040  1.086  0.171  -0.11
H  -0.571  -2.062  1.016  0.24
H  -1.742  -2.010  -0.412  0.27
H  0.906  -3.073  -0.369  0.25
H  0.507  -1.965  -1.802  0.22
H  1.896  -1.314  0.982  0.24
H  2.407  -0.963  -0.763  0.27
H  0.110  2.286  0.712  0.22
H  1.868  3.209  -0.714  0.26
H  2.867  1.641  -0.292  0.23
H  2.523  2.785  0.880  0.26
H  -3.547  -0.295  -0.493  0.22
H  -3.905  0.526  0.919  0.27
H  -3.917  1.451  -0.538  0.25

**Total energy**: -10539.96782 eV
**Spin multiplicity**: 3
**F_max**: 4.36 eV Å⁻¹
**Total charge**: +1
**E_LUMO (alpha / beta)**: -4.97 / -7.74 eV

=====

Which value of spin multiplicity does entry 2 give?
3

=====

Which value of total energy does entry 1 give?
-287125.06166 eV